# 1
{
  "formula": "C18H27AsN3O9P2Pd",
  "method": "the ωB97M-V functional and the def2-TZVPD basis",
  "elements": ["Pd", "N", "C", "C", "P", "O", "O", "O", "P", "O", "O", "O", "H", "H", "H", "H", "H", "H", "H", "H", "O", "C", "O", "C", "C", "C", "C", "C", "C", "N", "C", "C", "C", "C", "C", "C", "N", "H", "H", "H", "H", "H", "H", "H", "H", "H", "H", "C", "As", "C", "C", "O", "H", "H", "H", "H", "H", "H", "H", "H", "H"],
  "coordinates": [[0.0026, 0.6249, -0.0065], [1.2008, 2.7530, -3.8097], [1.1169, 1.9573, -2.5562], [2.3410, 1.0993, -2.3257], [0.8679, 3.2598, -1.2513], [2.3975, 3.4876, -0.7409], [0.4029, 4.4341, -2.0351], [0.1040, 2.7725, -0.0500], [-0.4172, 0.8500, -2.6584], [-1.1143, 1.4842, -3.9779], [0.0844, -0.5178, -2.8553], [-1.3639, 1.1284, -1.5120], [2.1410, 2.8112, -4.2081], [0.8483, 3.7155, -3.4731], [0.5341, 2.3631, -4.4943], [3.2526, 1.6948, -2.3232], [2.3973, 0.3106, -3.0745], [2.2622, 0.6111, -1.3422], [2.6708, 4.3941, -0.8776], [-1.9554, 1.8924, -3.7697], [-2.5572, -6.1356, -3.3220], [-2.8567, -4.8275, -3.2804], [-3.7797, -4.3924, -3.9119], [-2.0099, -3.9603, -2.4083], [-0.7075, -4.2882, -2.0314], [0.0229, -3.4352, -1.2370], [-0.5362, -2.2307, -0.7771], [-1.8424, -1.8924, -1.1719], [-2.5554, -2.7474, -1.9764], [0.1840, -1.3899, 0.0243], [1.0711, -1.8214, 0.9214], [1.8264, -0.8648, 1.6029], [2.9232, -1.1054, 2.4712], [3.5538, -0.0554, 3.0773], [3.0971, 1.2571, 2.8377], [2.0422, 1.4465, 1.9733], [1.4252, 0.4317, 1.3640], [-1.8511, -6.3916, -2.7152], [-0.2358, -5.1940, -2.3863], [1.0423, -3.6721, -0.9773], [-2.2690, -0.9578, -0.8282], [-3.5605, -2.5093, -2.2878], [1.1472, -2.8773, 1.1520], [3.2585, -2.1193, 2.6193], [4.4108, -0.2158, 3.7147], [3.5678, 2.0997, 3.3156], [1.6749, 2.4405, 1.7391], [-0.4002, 0.0548, 4.3994], [-1.6600, 0.8083, 3.0927], [-1.3508, 2.7278, 2.9018], [-3.4678, 0.4802, 3.7564], [-1.5682, 0.0198, 1.6491], [-0.7119, 0.3290, 5.4059], [0.6101, 0.4216, 4.2162], [-0.4094, -1.0314, 4.2997], [-0.6309, 3.0768, 3.6422], [-2.2866, 3.2777, 3.0135], [-0.9680, 2.8835, 1.8893], [-3.6193, 0.9259, 4.7372], [-3.6306, -0.5976, 3.8034], [-4.1658, 0.9058, 3.0337]],
  "energy_ev": -124897.7077,
  "largest_force_ev_per_a": 4.0,
  "charge": 1,
  "e_homo_ev": -11.3
}

***

# 2
{
  "formula": "C18H27Br9Cl6O6",
  "method": "the ωB97M-V functional and the def2-TZVPD basis",
  "elements": ["O", "C", "O", "C", "C", "C", "H", "H", "H", "H", "H", "H", "O", "C", "O", "C", "C", "C", "H", "H", "H", "H", "H", "H", "O", "C", "O", "C", "C", "C", "H", "H", "H", "H", "H", "H", "C", "Cl", "Cl", "H", "H", "C", "Cl", "Cl", "H", "H", "C", "Cl", "Cl", "H", "H", "C", "Br", "Br", "Br", "H", "C", "Br", "Br", "Br", "H", "C", "Br", "Br", "Br", "H"],
  "coordinates": [[0.5827, 1.1850, -1.8209], [1.0122, 2.2647, -1.6146], [2.2996, 2.4895, -1.3095], [2.5208, 3.9011, -1.0959], [1.3941, 4.6001, -1.8501], [0.2701, 3.5777, -1.7639], [3.5114, 4.1587, -1.4658], [2.5005, 4.1453, -0.0300], [1.7214, 4.7640, -2.8788], [1.1612, 5.5782, -1.4326], [-0.3784, 3.6261, -2.6311], [-0.3483, 3.6537, -0.8635], [-3.1721, -3.9243, -4.6257], [-2.4166, -3.3422, -3.9897], [-2.3481, -2.0042, -4.0354], [-1.3092, -1.5181, -3.1846], [-0.4653, -2.7426, -2.8463], [-1.4722, -3.8787, -2.9295], [-1.7366, -1.0991, -2.2680], [-0.6948, -0.7274, -3.6162], [0.0527, -2.6936, -1.8822], [0.4018, -2.8955, -3.5014], [-2.0828, -3.9205, -2.0224], [-1.1091, -4.8530, -3.2280], [2.5027, -0.8620, 2.1819], [3.3793, -0.5282, 1.4578], [3.6350, 0.7492, 1.1923], [4.7710, 0.8890, 0.3294], [5.5053, -0.4651, 0.4005], [4.3782, -1.4297, 0.7318], [5.3794, 1.7008, 0.7247], [4.4928, 1.1329, -0.6965], [6.2150, -0.4569, 1.2276], [6.0391, -0.6107, -0.5376], [4.6691, -2.2454, 1.3812], [3.8511, -1.8286, -0.1377], [-2.3826, 1.9008, -2.6033], [-2.9185, 3.0045, -1.3349], [-3.7241, 1.0108, -3.3512], [-1.8825, 2.4504, -3.3891], [-1.6875, 1.1823, -2.1965], [-0.4764, -0.6633, 1.0004], [-2.0926, -0.2363, 0.4739], [-0.3657, -2.3266, 1.5858], [0.2611, -0.5221, 0.2107], [-0.1303, 0.0095, 1.7835], [0.9394, -1.3475, 4.9319], [0.0119, 0.1653, 4.8044], [0.7830, -2.0630, 6.5465], [0.5509, -2.0156, 4.1787], [1.9749, -1.1096, 4.7650], [-2.1540, -4.9675, 2.9565], [-3.9001, -5.5076, 3.5996], [-1.5816, -6.0797, 1.5141], [-0.8893, -5.0129, 4.4546], [-2.2202, -3.9464, 2.6254], [-5.8419, 0.6566, 0.0979], [-7.1354, -0.7867, 0.1396], [-5.6520, 1.4158, 1.8883], [-6.4101, 1.9773, -1.1742], [-4.8871, 0.2296, -0.1583], [-0.5396, 3.2288, 3.1857], [-2.1811, 2.2768, 2.8051], [-0.7986, 5.1455, 3.1125], [0.8688, 2.6068, 1.9984], [-0.2519, 2.9334, 4.1797]],
  "energy_ev": -736905.8785,
  "largest_force_ev_per_a": 5.2,
  "e_homo_ev": -10.0
}

***

# 3
{
  "formula": "C18H27BrInN",
  "method": "the ωB97M-V functional and the def2-TZVPD basis",
  "elements": ["C", "H", "H", "H", "C", "H", "H", "C", "H", "H", "H", "C", "C", "C", "C", "C", "C", "C", "C", "C", "C", "In", "H", "H", "H", "H", "H", "H", "H", "H", "H", "H", "H", "H", "H", "H", "H", "Br", "C", "C", "C", "C", "N", "C", "H", "H", "H", "H"],
  "coordinates": [[-1.2004, -1.8780, 2.1127], [-0.8811, -1.6719, 3.1922], [-2.2052, -1.4235, 2.0123], [0.5012, 0.4003, 2.7188], [-0.6606, -3.2132, 1.7886], [-0.6989, -3.2704, 0.6974], [0.3985, -3.2622, 2.0965], [-1.4570, -4.3353, 2.4273], [-1.1323, -5.2652, 1.9698], [-1.2870, -4.4837, 3.5316], [-2.5319, -4.2288, 2.2512], [-0.1495, 1.5019, -1.7643], [-0.6335, 0.2148, -2.0722], [-1.6554, -0.1129, -1.1859], [-1.8262, 1.0120, -0.2922], [-0.8819, 2.0234, -0.7050], [-0.7369, 3.3560, -0.1327], [-3.0234, 1.2636, 0.5119], [-2.6330, -1.1811, -1.3164], [-0.1031, -0.6544, -3.1592], [1.0216, 2.1831, -2.3958], [0.0668, -0.3208, 1.3307], [-2.9419, 2.2114, 1.0698], [-3.9190, 1.3436, -0.1435], [-3.2275, 0.4646, 1.2481], [-1.4175, 3.4954, 0.7069], [0.2936, 3.5389, 0.2057], [-0.9663, 4.0958, -0.9160], [1.6752, 1.4112, -2.8548], [0.7052, 2.9017, -3.2042], [1.5964, 2.7521, -1.6478], [-0.5073, -1.6645, -3.0325], [-0.3875, -0.2817, -4.1734], [1.0062, -0.6784, -3.1186], [-2.8846, -1.6754, -0.3798], [-3.5689, -0.7826, -1.7340], [-2.2560, -1.9339, -2.0162], [4.3407, 3.6721, 1.0562], [3.6953, 1.9355, 0.7238], [4.6097, 0.9116, 0.4441], [4.1447, -0.3742, 0.2598], [2.8308, -0.6854, 0.3580], [2.0752, 0.3207, 0.8415], [2.3541, 1.6429, 0.9342], [5.6376, 1.1464, 0.4332], [4.8113, -1.1814, 0.0339], [2.3723, -1.6234, 0.0843], [1.6376, 2.3833, 1.2042]],
  "energy_ev": -95789.3365,
  "largest_force_ev_per_a": 6.1,
  "charge": 2,
  "e_homo_ev": [-15.1, -15.1]
}

***

# 4
{
  "formula": "C18H27Cl3F4N4OSiV",
  "method": "the ωB97M-V functional and the def2-TZVPD basis",
  "elements": ["V", "C", "C", "N", "C", "C", "C", "C", "N", "C", "C", "F", "C", "F", "C", "C", "F", "C", "F", "H", "H", "H", "H", "H", "H", "H", "H", "H", "H", "H", "H", "H", "H", "H", "C", "N", "C", "C", "C", "N", "C", "C", "O", "H", "H", "H", "H", "H", "H", "H", "H", "H", "H", "H", "H", "Cl", "Si", "Cl", "Cl"],
  "coordinates": [[0.1126, -0.6499, -0.2003], [3.2791, -2.3261, -0.4306], [2.3997, -2.2212, -1.6604], [0.9456, -2.3288, -1.4051], [0.5920, -3.6522, -0.8468], [0.6155, -3.6716, 0.6739], [0.2532, -2.0652, -2.6890], [0.3629, -0.5773, -3.0897], [0.6041, 0.2112, -1.8903], [1.4475, 1.2789, -1.9498], [2.2065, 1.5899, -0.8075], [2.0701, 0.7553, 0.2637], [3.0732, 2.6541, -0.7442], [3.7676, 2.8651, 0.3831], [3.2464, 3.4897, -1.8352], [2.5117, 3.2075, -2.9715], [2.6317, 4.0001, -4.0453], [1.6304, 2.1425, -3.0420], [0.9080, 1.9744, -4.1626], [4.2959, -2.0324, -0.6913], [2.9404, -1.6572, 0.3631], [3.3210, -3.3398, -0.0355], [2.5644, -1.2581, -2.1423], [2.6766, -3.0006, -2.3861], [-0.4171, -3.8898, -1.1787], [1.2657, -4.4146, -1.2589], [-0.0168, -2.8630, 1.0669], [0.1581, -4.5900, 1.0437], [1.6123, -3.5910, 1.1001], [0.6749, -2.7006, -3.4802], [-0.7896, -2.3531, -2.5673], [1.1663, -0.4402, -3.8198], [-0.5751, -0.2905, -3.5753], [3.9225, 4.3288, -1.7974], [-1.2433, -0.6349, 3.8338], [-1.6306, 0.6540, 3.2929], [-2.7674, 1.2678, 3.9603], [-2.9596, 2.6905, 3.4857], [-3.0002, 2.7009, 1.9743], [-1.8073, 2.0602, 1.4366], [-1.5166, 2.3863, 0.0526], [-1.2596, 0.9915, 2.0390], [-0.3477, 0.3217, 1.4737], [-1.0292, -0.5268, 4.8976], [-0.3567, -1.0023, 3.3293], [-2.0555, -1.3558, 3.7013], [-2.5753, 1.2344, 5.0345], [-3.6645, 0.6667, 3.7644], [-2.1380, 3.3176, 3.8386], [-3.8873, 3.0946, 3.8910], [-3.0245, 3.7199, 1.5864], [-3.8879, 2.1786, 1.5975], [-1.4044, 3.4676, -0.0409], [-2.3245, 2.0453, -0.5997], [-0.5945, 1.9169, -0.2804], [-2.9741, -3.3199, -0.8166], [-2.2239, -1.3235, -0.5245], [-3.2095, -0.3887, -2.1833], [-3.5752, -0.7466, 1.0646]],
  "energy_ev": -109118.9537,
  "s_squared": 0.7566,
  "largest_force_ev_per_a": 0.6,
  "spin_multiplicity": 2,
  "e_homo_ev": [-7.1, -6.6]
}